C45H49N3O2P2SSe2W | the ωB97M-V functional and the def2-TZVPD basis

- DFT total energy: -217918.8796 eV
- Kohn-Sham gap (spin up / spin down): 0.2564 / 0.1574 Ha
- Energy relative to the best compared isomer or geometry (same formula, charge and spin): 259.58 kJ/mol
- Net charge: +4
- E_LUMO (spin up / spin down): -11.015 / -13.401 eV
- Multiplicity: 3
- <S²>: 2.01
- HOMO level (spin up / spin down): -17.99 / -17.68 eV

Structure (XYZ):
```
105
C45H49N3O2P2SSe2W | the Open Molecules 2025 dataset | the ωB97M-V functional and the def2-TZVPD basis
W -0.092 0.143 0.184
C -8.144 -1.601 -3.704
S -7.404 -0.559 -2.468
C -5.720 -1.206 -2.271
C -5.047 -0.440 -1.126
C -3.612 -0.879 -0.816
N -2.559 -0.532 -1.831
P -1.828 1.014 -1.463
C -3.086 2.249 -1.867
C -3.840 2.013 -3.021
C -4.751 2.963 -3.452
C -4.913 4.147 -2.740
C -4.152 4.389 -1.606
C -3.236 3.443 -1.167
C -0.497 1.376 -2.662
C 0.802 1.046 -2.243
C 1.908 1.341 -3.014
C 1.729 2.022 -4.213
C 0.459 2.399 -4.620
C -0.652 2.085 -3.847
P -1.117 -1.533 -1.615
C -0.381 -1.585 -3.276
C -1.120 -1.289 -4.417
C -0.567 -1.509 -5.669
C 0.715 -2.029 -5.788
C 1.450 -2.334 -4.651
C 0.902 -2.116 -3.397
C -1.745 -3.236 -1.535
C -2.760 -3.571 -2.438
C -3.214 -4.875 -2.505
C -2.654 -5.856 -1.692
C -1.622 -5.531 -0.827
C -1.164 -4.222 -0.747
H -9.184 -1.288 -3.795
H -8.090 -2.649 -3.401
H -7.630 -1.462 -4.660
H -5.213 -1.085 -3.233
H -5.806 -2.274 -2.052
H -5.620 -0.625 -0.213
H -5.091 0.630 -1.321
H -3.612 -1.961 -0.707
H -3.359 -0.465 0.166
H -3.688 1.095 -3.577
H -5.323 2.793 -4.356
H -5.625 4.888 -3.080
H -4.262 5.324 -1.073
H -2.631 3.645 -0.292
H 0.999 0.442 -1.313
H 2.901 1.041 -2.703
H 2.590 2.257 -4.826
H 0.329 2.944 -5.546
H -1.634 2.392 -4.179
H -2.122 -0.890 -4.328
H -1.145 -1.283 -6.556
H 1.136 -2.209 -6.768
H 2.442 -2.756 -4.749
H 1.466 -2.384 -2.509
H -3.163 -2.815 -3.102
H -3.990 -5.137 -3.213
H -3.008 -6.876 -1.753
H -1.160 -6.301 -0.223
H -0.335 -3.992 -0.094
C -0.408 3.784 1.954
Se 0.058 2.841 0.308
C 2.003 3.057 0.393
C 2.582 2.424 1.635
Se 2.131 0.514 1.708
C 1.676 0.356 3.589
H -0.011 4.791 1.848
H -0.007 3.296 2.837
H -1.491 3.828 2.020
H 2.217 4.125 0.358
H 2.385 2.605 -0.520
H 2.218 2.888 2.549
H 3.669 2.500 1.622
H 2.545 0.674 4.161
H 1.486 -0.693 3.805
H 0.808 0.963 3.836
O -5.895 3.469 4.385
C -5.522 2.214 4.612
O -6.124 1.486 5.340
C -4.308 1.669 3.881
C -3.604 0.645 4.508
C -2.579 -0.008 3.854
C -2.256 0.313 2.529
C -2.927 1.378 1.930
C -3.942 2.049 2.596
N -1.269 -0.446 1.807
C -1.115 -1.688 2.192
C 0.015 -2.411 1.705
C 0.437 -3.639 2.222
C 1.608 -4.199 1.757
C 2.331 -3.531 0.766
C 1.863 -2.326 0.294
N 0.726 -1.760 0.752
H -5.273 4.013 3.895
H -3.879 0.361 5.515
H -2.026 -0.765 4.394
H -2.688 1.658 0.918
H -4.481 2.835 2.078
H -1.793 -2.164 2.887
H -0.152 -4.124 2.990
H 1.966 -5.142 2.151
H 3.248 -3.947 0.372
H 2.406 -1.774 -0.462
```